12
Properties=species:S:1:pos:R:3:forces:R:3 method="wB97M-V/def2-TZVPD" charge=0 multiplicity=1 lumo_energy_ev=0.480 homo_lumo_gap_ev=11.632
C 22.56417 -7.07987 -10.95340 0.751 0.499 0.015
N 22.64914 -8.54696 -10.69483 -0.196 0.733 -0.442
O 23.62054 -9.13991 -11.08585 0.574 -0.339 -0.169
O 21.70747 -9.03272 -10.12146 -0.455 -0.340 0.360
H 22.38860 -6.61176 -9.99086 -0.440 0.056 -0.078
H 21.80888 -6.87301 -11.70451 -0.354 -0.207 0.294
H 23.50558 -6.69335 -11.33617 0.124 -0.432 0.026
Cl 23.44236 -3.70794 -11.20768 -0.374 -0.337 0.190
C 24.75090 -2.53720 -11.11067 0.322 -0.268 -0.400
Cl 25.08704 -1.99808 -9.45410 -0.199 0.086 -0.536
H 25.63545 -3.03003 -11.49903 0.088 0.036 0.187
H 24.45718 -1.76421 -11.81294 0.159 0.512 0.552

---

13
Properties=species:S:1:pos:R:3:forces:R:3 method="wB97M-V/def2-TZVPD" charge=0 multiplicity=1 lumo_energy_ev=0.106 homo_lumo_gap_ev=10.013
C -2.11228 -0.24206 -0.09638 1.243 0.369 -2.013
S -0.41811 0.43133 0.18386 1.338 -0.254 2.453
N 0.00687 -0.00923 1.59628 -0.761 -0.790 -2.081
O -0.34610 1.82449 -0.12102 -0.881 0.097 -0.791
O 0.67538 -0.33649 -1.02738 -4.786 -0.305 0.618
C 1.96765 -0.41391 -0.83477 1.099 1.235 3.165
Cl 2.60964 -1.69360 0.21136 -0.290 -0.858 -0.256
Cl 2.56470 1.07958 -0.05430 0.801 0.895 -0.091
H -2.48704 0.18073 -1.07284 0.319 -0.983 0.993
H -2.08971 -1.30878 0.07999 0.191 -0.348 -0.778
H -2.69506 0.09904 0.72709 -0.058 0.984 0.682
H -0.07533 0.81278 2.16847 0.408 0.505 0.396
H 2.39938 -0.42387 -1.76036 1.378 -0.547 -2.297

---

ΔE to the lowest compared entry with this formula, charge and spin for the records above, in order: 0.0 45.4 kcal per mole